The following is a DFT calculation (wB97M-V/def2-TZVPD) of a single C7H7N3 molecule.

Atoms and positions in Å:
C 1.2259 -0.8629 -2.3359
C 0.8316 -1.0111 -1.2003
C 0.4661 -1.0167 0.2140
C 1.3131 0.2570 0.8620
C 0.3604 1.5156 0.7740
C -0.9058 0.9019 0.4323
N -2.1520 1.2979 0.2386
N -2.8775 0.2657 -0.0838
C -2.0979 -0.7649 -0.0650
N -0.8349 -0.4488 0.3144
H 1.7048 -0.7673 -3.2367
H 0.5808 -2.0268 0.5154
H 2.1987 0.2966 0.1529
H 1.6123 -0.1025 1.9105
H 0.8256 2.2228 0.1333
H 0.3150 1.9883 1.8165
H -2.5663 -1.7448 -0.4425

Its maximum force is 4.33 eV/Å. The value obtained for the molar mass is 133.154 g/mol. For the energy, the calculation gives -11839.115 eV. The value obtained for the gap between HOMO and LUMO is 0.3666 Ha. The HOMO energy is -9.26 eV.

Here are the Mulliken charges for atoms 1 to 2, given in e: 0.11 -0.89